No. 1
# C27H33BF6O4

A 2-piece molecular cluster, C27H33BF6O4 overall in a non-equilibrium geometry (wB97M-V/def2-TZVPD, the OMol25 dataset).

Cartesian coordinates (Å):
C -3.585 -7.036 3.087
O -3.008 -6.964 1.757
C -1.930 -6.164 1.529
C -1.462 -6.072 0.186
C -0.498 -5.147 -0.151
C 0.007 -4.272 0.814
C 0.889 -3.207 0.407
O 1.704 -2.794 1.375
C 3.076 -2.489 1.073
C -0.362 -4.416 2.166
C -1.317 -5.352 2.523
H -4.452 -7.691 2.982
H -2.874 -7.476 3.800
H -3.909 -6.047 3.438
H -1.945 -6.668 -0.584
H -0.159 -5.037 -1.180
H 1.296 -3.199 -0.604
H 3.483 -2.107 2.009
H 3.625 -3.399 0.776
H 3.129 -1.733 0.279
H 0.059 -3.740 2.904
H -1.661 -5.393 3.558
C 0.171 3.767 3.009
C -0.047 3.417 1.545
C -0.099 4.695 0.708
O 1.024 2.613 1.101
B 0.497 1.815 0.042
C 0.985 2.390 -1.409
C 0.173 2.283 -2.522
C 0.608 2.817 -3.734
C -0.266 2.663 -4.941
F -0.112 3.685 -5.833
F 0.013 1.499 -5.614
F -1.591 2.617 -4.606
C 1.829 3.446 -3.866
C 2.614 3.543 -2.731
C 3.957 4.201 -2.825
F 4.325 4.774 -1.638
F 4.937 3.295 -3.150
F 3.993 5.184 -3.773
C 2.210 3.019 -1.507
C 1.167 0.248 0.137
C 0.632 -0.629 -0.871
C -0.252 -1.658 -0.595
C -1.073 -2.220 -1.736
O -0.957 1.784 0.079
C -1.320 2.463 1.261
C -1.538 1.438 2.368
C -2.624 3.209 0.995
H -0.677 4.361 3.374
H 0.282 2.869 3.629
H 1.080 4.371 3.108
H -0.807 5.406 1.146
H 0.893 5.162 0.698
H -0.394 4.489 -0.330
H -0.794 1.799 -2.474
H 2.156 3.863 -4.817
H 2.863 3.119 -0.647
H 2.239 0.451 0.015
H 0.948 -0.083 1.165
H 0.989 -0.486 -1.900
H -0.620 -1.839 0.425
H -2.138 -2.389 -1.490
H -1.062 -1.557 -2.627
H -0.631 -3.182 -2.038
H -1.923 1.921 3.271
H -2.279 0.701 2.038
H -0.610 0.911 2.614
H -2.922 3.772 1.892
H -2.533 3.903 0.145
H -3.420 2.484 0.765

Computed properties:
- E_tot (Eh) = -1973.63988
- E_HOMO (eV) = -7.807
- charge = 0
- max |F| (eV/A) = 2.4

---

No. 2
# C31H27Si

C31H27Si as an isolated structure in a non-equilibrium geometry (wB97M-V/def2-TZVPD, the OMol25 dataset).

Cartesian coordinates (Å):
C -0.078 -2.509 0.640
C -1.349 -3.169 0.655
C -2.486 -2.387 0.274
C -3.751 -2.931 0.150
C -3.979 -4.281 0.470
C -2.897 -5.069 0.889
C -1.607 -4.546 0.947
C 1.216 -3.124 0.707
C 2.317 -2.376 0.181
C 3.592 -2.907 0.089
C 3.837 -4.236 0.474
C 2.790 -4.987 1.026
C 1.529 -4.423 1.222
H -0.094 -1.516 0.166
H -2.324 -1.328 0.057
H -4.582 -2.310 -0.192
H -4.984 -4.707 0.393
H -3.072 -6.113 1.162
H -0.805 -5.221 1.202
H 2.119 -1.361 -0.167
H 4.409 -2.293 -0.294
H 4.833 -4.670 0.357
H 2.972 -6.024 1.318
H 0.800 -4.986 1.792
H -0.035 -0.371 0.769
Si 0.028 1.310 0.123
C -1.195 1.492 -1.280
C -1.880 2.698 -1.496
C -2.758 2.832 -2.581
C -2.983 1.746 -3.436
C -2.324 0.537 -3.211
C -1.428 0.404 -2.144
C -0.338 2.726 1.300
C 0.277 3.985 1.155
C -0.179 5.080 1.899
C -1.205 4.914 2.834
C -1.751 3.641 3.049
C -1.312 2.547 2.293
C 1.721 1.717 -0.555
C 1.887 2.443 -1.746
C 3.154 2.938 -2.090
C 4.260 2.655 -1.285
C 4.111 1.861 -0.146
C 2.846 1.378 0.216
H -1.725 3.543 -0.818
H -3.260 3.783 -2.745
H -3.674 1.851 -4.273
H -2.500 -0.316 -3.871
H -0.903 -0.541 -1.978
H 1.101 4.117 0.450
H 0.272 6.060 1.739
H -1.573 5.773 3.400
H -2.524 3.501 3.804
H -1.737 1.554 2.454
H 1.027 2.644 -2.390
H 3.260 3.548 -2.987
H 5.243 3.052 -1.552
H 4.973 1.616 0.475
H 2.722 0.757 1.106

Computed properties:
- E_tot (Eh) = -1486.67809
- ΔE to the lowest compared entry with this formula, charge and spin (eV) = 0.902
- E_HOMO (eV) = -11.287
- charge = +1
- max |F| (eV/A) = 4.2

---

No. 3
# C4H4BrClO

One molecule with the formula C4H4BrClO in a non-equilibrium geometry (wB97M-V/def2-TZVPD, the OMol25 dataset).

Cartesian coordinates (Å):
C 1.340 -0.183 1.381
C 0.219 -0.490 0.656
C -1.577 0.511 -1.045
C -0.021 0.031 -0.693
O -2.043 0.527 -2.126
Cl -2.319 0.890 0.512
Br 0.576 -1.189 -2.232
H 1.803 -0.667 2.286
H 1.995 0.550 1.010
H -0.542 -1.036 1.140
H 0.569 1.055 -0.890

Computed properties:
- E_tot (Eh) = -3264.20773
- ΔE to the lowest compared entry with this formula, charge and spin (eV) = 0.389
- E_HOMO (eV) = -10.077
- charge = 0
- max |F| (eV/A) = 4.0

---

No. 4
# C23H43BFNO12

A 4-piece molecular cluster, C23H43BFNO12 overall in a non-equilibrium geometry (wB97M-V/def2-TZVPD, the OMol25 dataset).

Cartesian coordinates (Å):
C -2.002 -0.733 3.765
C -2.124 0.744 3.405
O -2.503 1.493 4.212
O -1.756 1.234 2.183
C -2.283 0.478 1.085
C -1.124 -0.136 0.311
C -1.150 -1.259 -0.377
C -2.401 -2.090 -0.520
C -2.849 -2.051 -2.016
F -2.161 -3.396 -0.142
C 0.134 -1.736 -1.054
O 0.129 -2.343 -2.059
C 1.417 -1.362 -0.370
B 2.747 -2.221 -0.351
O 3.913 -1.859 -1.005
O 2.738 -3.397 0.409
C 1.443 -0.220 0.281
N 2.603 0.277 0.940
C 0.181 0.624 0.329
O 0.274 1.803 0.339
H -2.984 -1.209 3.696
H -1.250 -1.278 3.184
H -1.678 -0.764 4.807
H -2.756 1.208 0.414
H -3.048 -0.246 1.373
H -3.243 -1.705 0.057
H -3.826 -1.569 -2.106
H -2.149 -1.409 -2.561
H -2.802 -3.033 -2.489
H 4.446 -1.402 -0.333
H 2.746 -3.090 1.330
H 2.276 1.020 1.557
H 3.147 0.770 0.221
C -7.219 -3.323 -4.323
O -6.718 -2.239 -3.558
C -6.982 -0.979 -4.160
C -8.143 -0.274 -3.487
O -9.368 -0.958 -3.711
C -9.781 -1.727 -2.595
H -7.164 -4.221 -3.708
H -8.260 -3.165 -4.617
H -6.603 -3.473 -5.215
H -7.165 -1.088 -5.233
H -6.082 -0.368 -4.032
H -8.249 0.724 -3.924
H -7.954 -0.154 -2.416
H -10.149 -1.071 -1.800
H -8.970 -2.351 -2.211
H -10.595 -2.375 -2.918
C 3.358 1.814 7.090
O 4.685 1.601 6.638
C 4.821 0.419 5.863
C 4.890 0.730 4.381
O 3.656 1.245 3.900
C 3.681 2.654 3.733
H 3.298 2.826 7.489
H 2.632 1.716 6.279
H 3.114 1.108 7.890
H 4.008 -0.282 6.073
H 5.761 -0.055 6.164
H 5.083 -0.200 3.836
H 5.710 1.422 4.169
H 4.281 2.919 2.855
H 4.079 3.160 4.616
H 2.657 2.992 3.571
C 6.534 2.782 -3.751
O 5.612 1.781 -4.142
C 5.511 0.723 -3.195
C 4.262 0.849 -2.348
O 4.319 1.992 -1.489
C 3.551 3.084 -1.973
H 6.400 3.638 -4.411
H 6.368 3.108 -2.721
H 7.560 2.414 -3.859
H 6.404 0.680 -2.563
H 5.454 -0.210 -3.763
H 4.183 -0.027 -1.699
H 3.368 0.882 -2.979
H 2.483 2.882 -1.841
H 3.760 3.288 -3.026
H 3.815 3.965 -1.388

Computed properties:
- E_tot (Eh) = -1984.42583
- E_HOMO (eV) = -9.309
- charge = 0
- max |F| (eV/A) = 3.3

---

No. 5
# C9H14

A 2-piece molecular cluster, C9H14 overall in a non-equilibrium geometry (wB97M-V/def2-TZVPD, the OMol25 dataset).

Cartesian coordinates (Å):
C -1.174 2.193 2.800
C 0.279 2.294 2.891
H -1.349 1.235 2.262
H -1.737 2.185 3.741
H -1.633 3.170 2.362
H 0.691 2.069 3.807
H 0.725 3.373 2.716
H 0.716 1.517 2.131
C 0.221 0.405 -3.072
C 1.440 -2.159 -0.597
C 1.390 -1.391 -1.734
C 0.268 -2.523 -0.002
C 0.158 -0.842 -2.180
C -0.959 -2.226 -0.500
C -0.971 -1.262 -1.632
H 2.458 -2.480 -0.148
H 2.145 -1.075 -2.409
H 0.459 -3.063 0.955
H -1.856 -2.717 0.022
H 0.761 1.149 -2.421
H -0.839 0.842 -3.002
H -1.880 -0.889 -1.952
H 0.686 0.194 -4.038

Computed properties:
- E_tot (Eh) = -351.25146
- ΔE to the lowest compared entry with this formula, charge and spin (eV) = 2.142
- E_HOMO (eV) = -9.055
- charge = 0
- max |F| (eV/A) = 5.0

---

No. 6
# C30H30N3NaO2

C30H30N3NaO2 as an isolated structure in a non-equilibrium geometry (wB97M-V/def2-TZVPD, the OMol25 dataset).

Cartesian coordinates (Å):
Na 0.084 1.473 -0.227
O 0.709 3.519 2.794
C 0.954 3.058 1.680
O 0.370 3.280 0.583
C 2.106 2.006 1.664
C 3.034 2.028 2.743
C 4.011 1.090 2.790
C 4.085 0.098 1.777
C 5.068 -0.922 1.771
C 5.091 -1.856 0.775
C 4.127 -1.804 -0.262
C 3.171 -0.831 -0.273
C 3.129 0.145 0.754
N 2.147 1.100 0.714
H 2.910 2.788 3.499
H 4.736 1.078 3.596
H 5.799 -0.948 2.570
H 5.846 -2.630 0.775
H 4.156 -2.544 -1.052
H 2.432 -0.779 -1.065
C 0.396 -2.516 1.629
C -0.169 -1.541 2.625
C 0.096 -1.672 3.983
C -0.397 -0.751 4.896
C -1.165 0.312 4.453
C -1.458 0.481 3.103
C -2.278 1.646 2.621
C -0.953 -0.465 2.216
N -1.120 -0.250 0.805
C -2.073 -0.762 0.155
C -3.150 -1.638 0.720
C -2.112 -0.461 -1.369
C -3.274 -1.011 -2.140
N -1.163 0.226 -1.850
C -1.120 0.529 -3.250
C -1.489 1.808 -3.659
C -2.005 2.823 -2.674
C -1.357 2.122 -5.008
C -0.856 1.199 -5.913
C -0.482 -0.062 -5.472
C -0.608 -0.419 -4.133
C -0.193 -1.784 -3.658
H 1.048 -3.230 2.130
H 0.981 -2.009 0.859
H -0.385 -3.085 1.116
H 0.710 -2.502 4.314
H -0.171 -0.856 5.949
H -1.533 1.051 5.156
H -2.587 2.269 3.459
H -3.184 1.317 2.103
H -1.717 2.294 1.945
H -3.006 -1.789 1.787
H -3.159 -2.607 0.218
H -4.134 -1.194 0.556
H -4.213 -0.627 -1.734
H -3.318 -2.097 -2.037
H -3.213 -0.753 -3.194
H -2.856 2.449 -2.102
H -2.329 3.724 -3.194
H -1.250 3.139 -1.948
H -1.642 3.112 -5.343
H -0.746 1.465 -6.956
H -0.077 -0.785 -6.169
H 0.315 -2.325 -4.455
H -1.049 -2.390 -3.350
H 0.478 -1.731 -2.798

Computed properties:
- E_tot (Eh) = -1638.34450
- ΔE to the lowest compared entry with this formula, charge and spin (eV) = 0.000
- E_HOMO (eV) = -8.344
- charge = 0
- max |F| (eV/A) = 1.3

---

No. 7
# C2H4N2OS

One molecule with the formula C2H4N2OS in a non-equilibrium geometry (wB97M-V/def2-TZVPD, the OMol25 dataset).

Cartesian coordinates (Å):
C -1.096 0.699 -0.124
C 2.631 -0.208 0.018
H -3.673 -0.755 0.133
H -0.701 1.707 -0.143
H 2.839 -1.218 -0.377
H 3.480 0.344 0.385
N -2.358 0.519 -0.061
N 1.504 0.307 0.146
O -2.704 -0.774 0.145
S 0.078 -0.621 -0.122

Computed properties:
- E_tot (Eh) = -661.44602
- ΔE to the lowest compared entry with this formula, charge and spin (eV) = 3.796
- E_HOMO (eV) = -8.732
- charge = 0
- max |F| (eV/A) = 2.0

---

No. 8
# C24H24AlBr2Cl3F10N4O12S5

C24H24AlBr2Cl3F10N4O12S5 as an isolated structure in a non-equilibrium geometry (wB97M-V/def2-TZVPD, the OMol25 dataset).

Cartesian coordinates (Å):
C 0.094 -6.842 0.381
C -0.275 -5.670 -0.515
Br -0.139 -6.184 -2.401
C 0.508 -4.407 -0.103
Br -0.717 -2.928 0.217
C 1.624 -4.002 -1.015
C 2.735 -5.075 -0.954
N 4.085 -4.535 -1.090
C 4.446 -3.632 0.002
C 3.207 -2.908 0.579
S 3.669 -1.267 1.263
O 3.117 -1.173 2.535
O 5.055 -1.041 1.153
F 2.941 -0.232 0.348
N 2.263 -2.708 -0.556
H -0.803 -7.441 0.494
H 0.830 -7.497 -0.074
H 0.354 -6.500 1.377
H -1.319 -5.462 -0.353
H 0.948 -4.645 0.859
H 1.301 -3.807 -2.030
H 2.586 -5.794 -1.747
H 2.691 -5.654 -0.035
H 4.190 -4.069 -1.982
H 5.100 -2.879 -0.427
H 4.983 -4.136 0.799
H 2.712 -3.419 1.397
H 1.557 -1.978 -0.367
H 2.819 -2.369 -1.343
C 4.038 3.823 -2.452
C 3.813 2.568 -1.899
C 2.539 2.037 -1.883
C 1.479 2.758 -2.406
C 1.696 4.024 -2.944
C 2.983 4.551 -2.978
C 0.551 4.834 -3.461
O 0.749 5.934 -3.931
C -0.815 4.259 -3.366
C -1.901 5.018 -3.780
C -3.180 4.493 -3.701
C -3.381 3.204 -3.221
C -2.305 2.442 -2.802
C -1.022 2.967 -2.862
C 0.114 2.157 -2.373
O -0.034 1.032 -1.932
H 5.043 4.227 -2.450
H 4.637 2.003 -1.477
H 2.359 1.063 -1.456
H 3.150 5.531 -3.403
H -1.746 6.019 -4.156
H -4.027 5.089 -4.013
H -4.381 2.800 -3.164
H -2.464 1.444 -2.420
C 6.951 4.190 0.524
Cl 6.941 3.783 -1.173
Cl 5.389 4.716 1.120
H 7.218 3.279 1.083
H 7.692 4.966 0.711
N -0.273 -6.520 5.723
S -1.168 -6.691 4.429
O -1.791 -7.971 4.251
O -0.694 -6.033 3.248
F -2.348 -5.786 4.888
S 1.058 -7.359 5.703
O 1.665 -7.441 6.988
O 1.928 -7.142 4.583
F 0.542 -8.845 5.476
Al 7.126 2.689 2.614
F -4.076 -7.090 3.783
C -8.916 5.810 1.822
F -10.211 5.537 1.989
F -8.812 6.904 1.051
F -8.393 6.105 3.018
S -8.059 4.377 1.055
O -8.683 4.211 -0.222
O -8.219 3.304 1.985
N -6.592 5.020 1.001
S -5.438 4.122 0.389
O -5.511 3.898 -1.024
O -5.016 3.010 1.183
C -4.096 5.355 0.583
F -3.923 5.685 1.893
F -4.355 6.486 -0.075
F -2.928 4.886 0.139
Cl -5.464 6.523 3.381

Computed properties:
- E_tot (Eh) = -11810.86465
- E_HOMO (eV) = -7.288
- charge = 0
- max |F| (eV/A) = 3.0

---

No. 9
# C20H23B2F9MoN3O8

C20H23B2F9MoN3O8 as an isolated structure in a non-equilibrium geometry (wB97M-V/def2-TZVPD, the OMol25 dataset).

Cartesian coordinates (Å):
Mo 0.621 3.913 -0.007
O -0.016 5.280 -3.813
C -0.276 4.373 -2.945
O 0.251 4.368 -1.848
C -1.278 3.305 -3.299
O -1.764 2.687 -2.140
C -2.798 3.394 -1.456
C -2.369 4.494 -0.471
O -3.085 5.439 -0.312
O -1.262 4.258 0.233
H 0.621 5.923 -3.433
H -0.747 2.550 -3.877
H -2.068 3.741 -3.913
H -3.329 2.646 -0.869
H -3.498 3.844 -2.157
C 3.453 -2.846 2.115
C 2.494 -2.078 3.018
N 1.796 -0.989 2.303
C 2.193 0.277 2.498
C 1.682 1.351 1.830
C 2.110 2.737 2.250
O 3.030 2.892 3.000
O 1.313 3.684 1.781
C 0.730 1.127 0.830
O 0.258 2.051 0.137
C 0.237 -0.211 0.653
C -0.793 -0.462 -0.257
C -1.295 -1.717 -0.370
F -2.335 -1.930 -1.198
C -0.787 -2.797 0.375
C 0.250 -2.549 1.246
C 0.770 -1.257 1.412
N -1.286 -4.118 0.248
C -1.975 -4.549 -0.962
C -1.754 -6.042 -1.146
N -2.279 -6.765 0.076
C -1.607 -6.267 1.335
C -1.827 -4.770 1.432
H 3.926 -3.650 2.680
H 4.236 -2.182 1.743
H 2.942 -3.276 1.251
H 3.044 -1.613 3.831
H 1.754 -2.734 3.474
H 2.965 0.444 3.241
H -1.195 0.355 -0.851
H 0.669 -3.383 1.794
H -1.575 -4.041 -1.833
H -3.054 -4.341 -0.920
H -0.693 -6.268 -1.221
H -2.278 -6.424 -2.020
H -2.155 -7.771 -0.023
H -3.282 -6.590 0.150
H -0.548 -6.494 1.240
H -2.025 -6.802 2.184
H -1.344 -4.400 2.331
H -2.906 -4.569 1.533
F 2.563 3.180 -0.574
B 2.765 2.609 -1.992
F 3.929 1.893 -1.926
F 1.626 1.797 -2.207
F 2.778 3.698 -2.846
F 0.770 7.198 -1.667
B 0.785 7.392 -0.311
F -0.359 7.226 0.355
F 1.776 8.115 0.209
F 1.505 5.645 0.075

Computed properties:
- E_tot (Eh) = -2559.11703
- ΔE to the lowest compared entry with this formula, charge and spin (eV) = 1.253
- <S²> = 2.009
- E_HOMO (spin up / spin down) (eV) = -10.329 / -11.830
- charge = +1
- max |F| (eV/A) = 2.6
- multiplicity = 3